(1)
A molecular structure, C48H55N9PbS3 at a distorted geometry. Source: OMol25; level of theory: wB97M-V/def2-TZVPD.

## Properties
E_tot (eV): -101790.53314
Net charge: +4
Strongest force on any atom (eV/A): 1.161
Spin multiplicity: 1
HOMO (eV): -18.3

Each line ends with the Mulliken charge.
Atoms and positions in Å:
Pb (-1.79798, 0.63240, 0.32534)  2.918
C (-3.20451, 3.57573, 0.97441)  -0.667
C (-3.34524, 3.22951, -0.52877)  -0.677
N (-3.73633, 1.83510, -0.75209)  -0.367
C (-5.04807, 1.43189, -0.25155)  -0.792
C (-5.02809, 0.02580, 0.38241)  -0.593
N (-3.90577, -0.20835, 1.28817)  -0.365
C (-3.95210, 0.34712, 2.64337)  -0.672
C (-3.84924, 1.87835, 2.68855)  -0.703
N (-2.80713, 2.42945, 1.80623)  -0.226
H (-2.45503, 4.36247, 1.05181)  0.319
H (-4.13646, 3.99845, 1.34843)  0.458
H (-4.06717, 3.92287, -0.96659)  0.604
H (-2.38586, 3.37646, -1.02797)  0.075
H (-3.62111, 1.59173, -1.73098)  0.323
H (-5.39455, 2.16873, 0.46728)  0.287
H (-5.78585, 1.40180, -1.05465)  0.599
H (-5.98309, -0.12074, 0.89376)  0.446
H (-4.94943, -0.70906, -0.41967)  0.062
H (-3.71509, -1.20403, 1.34903)  0.357
H (-4.87934, 0.06977, 3.15196)  0.521
H (-3.11510, -0.08801, 3.19141)  0.012
H (-4.81008, 2.31572, 2.43000)  0.330
H (-3.65147, 2.15002, 3.72606)  0.511
H (-1.97461, 2.64980, 2.34612)  0.090
N (-0.48803, -0.07900, 1.88673)  -0.171
S (0.82369, 0.40833, 2.44307)  2.551
N (2.14226, 0.41905, 1.51270)  -0.206
S (2.45527, -0.55864, 0.32394)  1.400
N (1.67429, -0.25263, -0.98671)  0.192
S (0.94697, 1.07380, -1.50256)  0.892
N (-0.21259, 1.63162, -0.71735)  -0.300
C (2.14216, 2.40290, -1.58579)  0.945
C (1.75746, 3.69382, -1.26014)  -0.363
C (2.69699, 4.70701, -1.37014)  -0.836
C (3.98662, 4.42005, -1.80089)  -0.708
C (4.34907, 3.11780, -2.12216)  -0.904
C (3.42240, 2.09208, -2.01996)  -0.770
C (0.55819, 0.59370, -3.17422)  0.859
C (1.01136, -0.60226, -3.71292)  -0.295
C (0.70465, -0.89340, -5.03406)  -0.801
C (-0.03089, 0.00685, -5.79523)  -0.714
C (-0.47776, 1.20064, -5.23825)  -0.864
C (-0.18266, 1.50289, -3.91912)  -0.832
C (4.19447, -0.45529, 0.04833)  0.132
C (4.70012, -1.26370, -0.96665)  -0.653
C (6.06628, -1.27603, -1.17978)  -0.813
C (6.90073, -0.49892, -0.37963)  -0.648
C (6.37410, 0.30070, 0.62817)  -1.035
C (5.00696, 0.32792, 0.85476)  -0.196
C (2.11348, -2.24374, 0.76914)  0.719
C (3.11029, -2.93794, 1.44597)  -0.827
C (2.80576, -4.17515, 1.98794)  -0.887
C (1.52223, -4.68958, 1.86254)  -0.750
C (0.54790, -3.99238, 1.15784)  -0.659
C (0.83833, -2.76003, 0.59751)  -0.345
C (1.17143, -0.65105, 3.84548)  -0.171
C (2.47342, -1.04950, 4.10734)  -0.269
C (2.71460, -1.80695, 5.24416)  -0.860
C (1.66932, -2.14547, 6.09330)  -0.711
C (0.37035, -1.73582, 5.81229)  -0.728
C (0.11120, -0.98941, 4.67477)  -0.593
C (0.91230, 2.08898, 3.04139)  0.570
C (0.38702, 3.10152, 2.24932)  -0.125
C (0.52604, 4.41402, 2.67142)  -1.301
C (1.19016, 4.69805, 3.86005)  -0.918
C (1.71839, 3.67290, 4.63281)  -0.874
C (1.58554, 2.35270, 4.22453)  -1.043
H (0.74581, 3.89685, -0.93964)  0.336
H (2.41759, 5.72361, -1.12988)  0.502
H (4.70930, 5.21904, -1.89679)  0.464
H (5.35107, 2.90083, -2.46613)  0.531
H (3.68930, 1.07601, -2.28543)  0.514
H (1.59355, -1.28085, -3.10819)  0.432
H (1.05713, -1.81546, -5.47636)  0.543
H (-0.23890, -0.20988, -6.83464)  0.499
H (-1.03837, 1.90393, -5.83887)  0.494
H (-0.50253, 2.43853, -3.47520)  0.536
H (4.03526, -1.87947, -1.56120)  0.496
H (6.48404, -1.89941, -1.95814)  0.503
H (7.97045, -0.52860, -0.53781)  0.488
H (7.03260, 0.89583, 1.24561)  0.534
H (4.57397, 0.93651, 1.63833)  0.547
H (4.10778, -2.52722, 1.53646)  0.496
H (3.57170, -4.73734, 2.50428)  0.517
H (1.28445, -5.64818, 2.30403)  0.463
H (-0.44000, -4.41721, 1.04177)  0.548
H (0.10526, -2.20829, 0.03005)  0.421
H (3.28215, -0.75073, 3.45502)  0.542
H (3.72508, -2.11681, 5.47469)  0.534
H (1.86859, -2.72457, 6.98496)  0.478
H (-0.43816, -1.98854, 6.48424)  0.493
H (-0.89058, -0.66626, 4.42906)  0.387
H (-0.08075, 2.85842, 1.30097)  0.716
H (0.12926, 5.22394, 2.07303)  0.550
H (1.30511, 5.72463, 4.18082)  0.477
H (2.23909, 3.89898, 5.55313)  0.505
H (2.00321, 1.55179, 4.81967)  0.525
N (-2.06295, -1.16073, -1.12627)  -0.633
C (-2.66394, -1.77469, -1.92443)  0.304
N (-3.30515, -2.45622, -2.79407)  0.016
C (-4.13201, -3.63301, -2.43690)  -0.685
C (-3.52210, -4.89354, -3.04239)  -0.651
C (-3.35006, -4.72635, -4.55260)  -0.851
C (-2.48185, -3.50521, -4.86336)  -0.452
C (-3.09868, -2.25251, -4.24766)  -0.507
H (-5.12540, -3.46463, -2.85912)  0.355
H (-4.21432, -3.70376, -1.35255)  0.491
H (-4.17823, -5.73576, -2.82334)  0.386
H (-2.55463, -5.09104, -2.57279)  0.271
H (-4.32860, -4.61114, -5.02655)  0.350
H (-2.89125, -5.62136, -4.97005)  0.346
H (-2.40542, -3.35589, -5.94051)  0.403
H (-1.47224, -3.64926, -4.46851)  0.236
H (-4.08277, -2.07654, -4.68809)  0.314
H (-2.47399, -1.37184, -4.40057)  0.301


(2)
A molecular structure, C38H59BN8SSc at a distorted geometry. Source: OMol25; level of theory: wB97M-V/def2-TZVPD.

## Properties
E_tot (eV): -84498.35031
Net charge: -1
Strongest force on any atom (eV/A): 3.541
Spin multiplicity: 1
HOMO (spin up / spin down) (eV): -0.9 / -0.9

Each line ends with the Mulliken charge.
Atoms and positions in Å:
Sc (-0.23873, 1.08590, -0.32680)  -0.158
C (-2.06875, 3.60011, 3.22537)  -1.372
C (-0.55599, 3.44442, 3.02455)  0.406
C (-0.05866, 4.29045, 1.85742)  -1.297
C (-0.14189, 1.99237, 2.98488)  -0.698
C (0.16569, 1.28946, 4.15254)  -0.669
C (0.58744, 0.03953, 3.76671)  0.032
C (0.93162, -1.04863, 4.74571)  -0.102
C (-0.03993, -2.21997, 4.60419)  -1.214
C (2.39658, -1.49063, 4.74659)  -1.498
N (0.52128, -0.01627, 2.41578)  0.879
N (0.04635, 1.18776, 1.93324)  0.584
B (1.10353, -1.10976, 1.44963)  0.359
N (2.17743, -0.41633, 0.51734)  0.718
N (1.94792, 0.85031, 0.03645)  -0.119
C (3.06301, 1.29135, -0.52921)  -0.426
C (4.05265, 0.31426, -0.40530)  -0.958
C (3.45934, -0.75961, 0.22109)  0.318
C (4.12391, -2.10347, 0.32898)  0.129
C (3.38688, -3.11446, -0.56338)  -1.341
C (4.39298, -2.60862, 1.74910)  -1.260
C (3.21181, 2.64305, -1.17379)  0.987
C (1.89667, 3.41392, -1.23813)  -0.152
C (3.83644, 2.52266, -2.57192)  -1.422
N (-0.03712, -1.80218, 0.63405)  0.884
N (-0.79239, -1.03996, -0.24398)  0.730
C (-1.59073, -1.88663, -0.92122)  -0.652
C (-1.34690, -3.17745, -0.46992)  -0.922
C (-0.39023, -3.10830, 0.52103)  -0.016
C (-0.07796, -4.38695, 1.30010)  0.027
C (1.18801, -4.55086, 2.13641)  -1.421
C (-1.31161, -4.76840, 2.14093)  -1.591
C (-2.67250, -1.64584, -1.95199)  0.660
C (-4.03196, -1.52393, -1.24621)  -1.458
C (-2.46800, -0.51483, -2.95065)  -1.052
H (-2.30935, 4.65004, 3.41742)  0.433
H (-2.61200, 3.28288, 2.33841)  0.176
H (-2.41798, 3.00631, 4.07484)  0.345
H (-0.07362, 3.82193, 3.92954)  0.459
H (-0.43843, 3.90479, 0.91055)  -0.002
H (-0.41982, 5.31621, 1.96595)  0.470
H (1.03511, 4.31732, 1.83647)  0.277
H (0.11636, 1.66372, 5.16408)  0.487
H (0.74962, -0.58901, 5.71754)  0.520
H (-0.03427, -2.58175, 3.57947)  -0.159
H (0.23248, -3.04269, 5.27098)  0.400
H (-1.05985, -1.90414, 4.83793)  0.474
H (2.65140, -2.05019, 3.85094)  0.094
H (3.06158, -0.62529, 4.80317)  0.359
H (2.58818, -2.12944, 5.61271)  0.475
H (1.64038, -1.94413, 2.09964)  -0.655
H (5.06638, 0.35414, -0.77538)  0.397
H (5.10267, -1.93788, -0.12071)  0.471
H (2.32355, -3.14872, -0.32342)  0.202
H (3.46161, -2.81465, -1.61071)  0.292
H (3.81223, -4.11718, -0.45257)  0.370
H (3.49053, -2.97088, 2.22815)  -0.114
H (5.10896, -3.43475, 1.71719)  0.503
H (4.81444, -1.81375, 2.37023)  0.329
H (3.91188, 3.19903, -0.54334)  0.415
H (1.15122, 2.85307, -1.80803)  -0.602
H (1.50094, 3.62482, -0.24359)  -0.475
H (2.03471, 4.36159, -1.76026)  0.553
H (3.19262, 1.91504, -3.21242)  0.129
H (3.95261, 3.51759, -3.01229)  0.457
H (4.82158, 2.04981, -2.53042)  0.375
H (-1.83056, -4.07575, -0.82520)  0.620
H (-0.00747, -5.13799, 0.51183)  0.716
H (1.21544, -3.88681, 2.99818)  0.153
H (1.21347, -5.57660, 2.51327)  0.605
H (2.08394, -4.39469, 1.54621)  0.072
H (-1.50699, -4.02812, 2.91619)  0.294
H (-2.20313, -4.83581, 1.51688)  0.420
H (-1.15228, -5.73734, 2.62445)  0.441
H (-2.69074, -2.57849, -2.51953)  0.521
H (-4.11322, -0.56412, -0.73714)  0.251
H (-4.83788, -1.58373, -1.98219)  0.458
H (-4.17473, -2.32127, -0.50981)  0.352
H (-2.32548, 0.44090, -2.45341)  -0.092
H (-1.60732, -0.69445, -3.58983)  0.015
H (-3.35996, -0.42453, -3.57902)  0.480
C (-0.38788, 2.60546, -4.35934)  -0.610
N (-0.36932, 1.27466, -4.89392)  0.551
C (-0.38409, 1.14559, -6.33021)  -0.691
C (-0.11858, -0.34368, -6.52314)  -0.494
N (0.79251, -0.63034, -5.41805)  -0.209
C (0.54095, 0.31427, -4.37528)  -0.761
S (1.08176, 0.11689, -2.77205)  0.147
H (-1.27009, 3.13198, -4.72961)  0.333
H (0.51788, 3.18334, -4.63921)  0.273
H (-0.45290, 2.56071, -3.27450)  -0.373
H (0.40828, 1.75124, -6.81140)  0.320
H (-1.34940, 1.45468, -6.73529)  0.383
H (0.34825, -0.56312, -7.48493)  0.356
H (-1.06671, -0.89464, -6.46378)  0.277
H (0.82649, -1.59106, -5.10479)  0.284
C (-1.79576, 2.37713, -0.71019)  -0.402
C (-3.16957, 2.47814, -0.42549)  1.000
C (-4.05237, 3.39356, -1.08158)  -0.904
C (-5.40589, 3.44839, -0.80381)  -0.267
C (-6.00120, 2.61298, 0.14209)  -0.701
C (-5.17366, 1.70454, 0.80025)  -0.573
C (-3.82012, 1.63319, 0.53830)  -0.223
H (-3.62842, 4.05578, -1.82676)  0.271
H (-6.02227, 4.16100, -1.34185)  0.324
H (-7.06230, 2.66331, 0.34856)  0.327
H (-5.59958, 1.03749, 1.54358)  0.338
H (-3.21102, 0.91089, 1.06989)  0.342


(3)
A molecular structure, C2HAgO2 at a distorted geometry. Source: OMol25; level of theory: wB97M-V/def2-TZVPD.

## Properties
E_tot (eV): -10156.26554
<S²>: 2.00
Net charge: +2
Strongest force on any atom (eV/A): 2.049
Spin multiplicity: 3
HOMO (spin up / spin down) (eV): -20.1 / -23.0

Each line ends with the Mulliken charge.
Atoms and positions in Å:
O (1.11778, 0.42508, 0.10600)  -0.314
O (-1.84643, 0.37002, 0.08155)  -0.059
C (1.24304, -0.74949, -0.04970)  0.266
C (-2.37821, -0.62992, -0.03500)  0.267
H (2.16452, -1.27541, -0.38565)  0.350
Ag (-0.30070, 1.85972, 0.28280)  1.491


(4)
A molecular structure, C4H7ClOS at a distorted geometry. Source: OMol25; level of theory: wB97M-V/def2-TZVPD.

## Properties
E_tot (eV): -29664.80214
Strongest force on any atom (eV/A): 3.728
Spin multiplicity: 1
HOMO (eV): -9.0

Each line ends with the Mulliken charge.
Atoms and positions in Å:
C (1.15547, -1.58809, 0.77792)  0.015
C (-0.56878, 0.69856, 0.85921)  -1.528
C (0.27151, -0.11732, -1.38693)  -1.427
C (0.54733, 0.05797, 0.03528)  0.750
O (1.16799, -2.61943, 0.19061)  -0.418
S (2.05783, 1.15246, 0.50621)  0.040
Cl (3.56128, -0.07790, -0.15868)  -0.168
H (1.64125, -1.37968, 1.71803)  0.426
H (-0.26976, 0.64056, 1.87606)  0.458
H (-1.53906, 0.18793, 0.61317)  0.315
H (-0.70283, 1.74238, 0.84951)  0.417
H (0.07990, 0.88456, -1.85544)  0.384
H (1.07837, -0.38402, -2.02690)  0.368
H (-0.64344, -0.60795, -1.55804)  0.369


> What is the spin multiplicity in the first record?

1


Repeat the fourth record exactly.
A molecular structure, C4H7ClOS at a distorted geometry. Source: OMol25; level of theory: wB97M-V/def2-TZVPD.

## Properties
E_tot (eV): -29664.80214
Strongest force on any atom (eV/A): 3.728
Spin multiplicity: 1
HOMO (eV): -9.0

Each line ends with the Mulliken charge.
Atoms and positions in Å:
C (1.15547, -1.58809, 0.77792)  0.015
C (-0.56878, 0.69856, 0.85921)  -1.528
C (0.27151, -0.11732, -1.38693)  -1.427
C (0.54733, 0.05797, 0.03528)  0.750
O (1.16799, -2.61943, 0.19061)  -0.418
S (2.05783, 1.15246, 0.50621)  0.040
Cl (3.56128, -0.07790, -0.15868)  -0.168
H (1.64125, -1.37968, 1.71803)  0.426
H (-0.26976, 0.64056, 1.87606)  0.458
H (-1.53906, 0.18793, 0.61317)  0.315
H (-0.70283, 1.74238, 0.84951)  0.417
H (0.07990, 0.88456, -1.85544)  0.384
H (1.07837, -0.38402, -2.02690)  0.368
H (-0.64344, -0.60795, -1.55804)  0.369


> The highest E_tot belongs to which entry?

C2HAgO2